{"formula": "C35H29AsGeO4PtS2", "method": "wB97M-V/def2-TZVPD", "elements": ["Pt", "As", "Ge", "S", "S", "O", "O", "O", "O", "C", "C", "C", "C", "C", "C", "C", "C", "C", "C", "C", "C", "C", "C", "C", "C", "C", "C", "C", "C", "C", "C", "C", "C", "C", "C", "C", "C", "C", "C", "C", "C", "C", "C", "C", "H", "H", "H", "H", "H", "H", "H", "H", "H", "H", "H", "H", "H", "H", "H", "H", "H", "H", "H", "H", "H", "H", "H", "H", "H", "H", "H", "H", "H"], "coordinates": [[1.02732, 0.82959, -0.97882], [1.28335, 0.46259, 1.57722], [-1.41312, 0.09287, -1.00865], [0.46220, 3.15739, -2.20047], [2.85457, -0.51719, -1.16568], [-0.79344, 3.06994, -1.44305], [1.58729, 2.84324, -1.15312], [0.58502, 1.99787, -3.12724], [0.72423, 4.43677, -2.80076], [3.40186, 3.89876, 2.78353], [-1.03398, -1.03584, 5.41183], [1.81707, 2.26278, 2.02171], [-0.55922, -3.97888, 0.02653], [3.06341, 2.57245, 2.55060], [-0.43732, -2.61931, -0.23194], [-0.72882, -1.91421, 4.37918], [-4.27375, 1.43364, -3.82161], [4.75346, -1.55138, 0.44125], [-2.83507, -0.06538, -5.04687], [0.04942, 0.74717, 4.21372], [-2.39713, 0.41074, -2.67328], [5.33899, -1.91846, 1.63748], [4.72683, -1.61167, 2.84664], [-2.86385, -3.88750, -0.62792], [-1.77568, -4.61748, -0.16787], [2.49773, 4.90839, 2.48868], [-0.55229, -1.67566, -5.15953], [-3.48740, 1.23904, -2.66599], [3.52555, -0.92363, 2.83855], [-1.36668, -1.52249, -6.29985], [2.93142, -0.54033, 1.63872], [-0.03791, -1.46378, 3.26628], [-2.47756, -0.73044, -6.24470], [1.25900, 4.59857, 1.94593], [3.53327, -0.86389, 0.41897], [0.36445, -0.13241, 3.18482], [-2.40162, 0.91960, 0.48548], [-3.96541, 0.78586, -4.98189], [0.92002, 3.27783, 1.70256], [-0.64798, 0.29347, 5.32562], [-0.87765, -1.04981, -3.99011], [-2.73107, -2.52959, -0.88108], [-1.51862, -1.86964, -0.68390], [-2.03536, -0.24011, -3.88914], [3.77575, 1.78614, 2.76881], [-0.01528, 3.05255, 1.20082], [-3.58848, -1.97658, -1.25258], [-0.88855, 0.98397, 6.12417], [-3.10006, -0.58846, -7.12134], [-5.12569, 2.10158, -3.77836], [3.03726, -0.67661, 3.77526], [4.37844, 4.14188, 3.18379], [-3.39043, 0.46562, 0.58471], [-1.86370, 0.75884, 1.42218], [0.53150, -2.14206, -0.10684], [-1.57933, -1.38669, 6.27870], [-1.09840, -2.02202, -7.22282], [-0.22796, -1.14961, -3.12917], [2.76998, 5.94281, 2.65724], [-1.03858, -2.95003, 4.43438], [-2.50063, 1.98996, 0.31160], [-3.75584, 1.77459, -1.76305], [-3.81580, -4.37728, -0.79565], [0.34374, -2.28071, -5.21557], [-4.56761, 0.92230, -5.87329], [5.18279, -1.90263, 3.78409], [0.17831, -2.14819, 2.45250], [0.57015, 5.38460, 1.66654], [-1.87303, -5.67856, 0.02741], [6.28065, -2.45354, 1.62686], [0.35092, 1.78603, 4.14740], [5.23141, -1.79796, -0.49817], [0.30297, -4.53949, 0.36855]], "mulliken_spin": [1.44, 0.10, 0.40, -0.04, 0.40, 0.03, 0.27, 0.10, 0.03, 0.00, 0.02, 0.01, 0.00, -0.01, 0.01, -0.01, -0.01, 0.02, 0.00, 0.02, 0.14, -0.01, 0.02, 0.00, 0.00, 0.00, 0.01, -0.01, -0.01, 0.00, 0.05, 0.01, 0.00, 0.00, -0.02, 0.06, 0.01, 0.02, 0.04, -0.01, -0.02, 0.02, 0.04, -0.02, 0.00, -0.01, 0.00, 0.00, 0.00, 0.00, 0.00, 0.00, 0.02, -0.02, -0.06, 0.00, 0.00, 0.00, 0.00, 0.00, 0.00, 0.00, 0.00, 0.00, 0.00, 0.00, 0.00, 0.00, 0.00, 0.00, 0.00, -0.01, 0.00], "charge": -1, "lumo_energy_ev": [2.4, 1.3], "homo_lumo_gap_ev": [6.30, 6.79], "homo_energy_ev": [-3.88, -5.48], "e_above_lowest_kj_mol": 0.0, "spin_multiplicity": 4}